[1]
Molecular formula: C37H86N4O7
Method: DFT, the ωB97M-V functional and the def2-TZVPD basis

Values from the calculation:
LUMO (eV): -0.073
Total charge: 0
Highest occupied orbital energy (eV): -6.0475
Kohn-Sham gap (eV): 5.97

The geometry in XYZ format:
```
134
Properties=species:S:1:pos:R:3:forces:R:3:mulliken_charge:R:1
C -0.26108 3.68281 1.64276 -0.6953 0.3816 -0.3935 -0.97
C 1.15858 3.20799 1.71053 -0.2698 0.9801 1.6266 -0.86
O 1.30774 1.91413 1.17166 4.0545 12.9185 -9.2649 -1.16
H -0.37422 4.63522 2.16066 -0.1699 -0.0570 0.0422 0.52
H -0.96604 2.92188 1.97759 0.5352 0.7053 0.7973 0.35
H -0.57715 3.76100 0.60253 0.2982 1.0310 0.3807 0.14
H 1.40740 3.02839 2.75644 0.3858 0.8487 0.4581 0.79
H 1.80814 3.90772 1.18466 0.2986 0.1176 1.1436 0.81
H 1.55853 2.19867 0.28977 0.7111 -0.6294 -0.5450 -0.19
C -0.34722 0.75965 4.06438 -1.2619 1.7755 3.8049 1.09
C -0.80489 1.37579 5.41369 -0.4077 -1.8234 -1.2762 -1.14
O -2.26855 1.44809 5.36989 1.2274 0.8135 0.4381 -0.55
H 0.59219 0.21811 4.17558 -0.6801 1.0200 0.7066 0.17
H -0.34996 1.60206 3.37269 0.7156 -0.4086 1.2134 -0.55
H -1.09009 0.05894 3.68328 0.2424 1.6221 1.3916 -0.05
H -0.29581 2.33438 5.51389 -0.3966 0.3131 0.2546 0.31
H -0.50534 0.72265 6.23332 -0.0505 0.0614 0.3297 0.32
H -2.45322 2.12073 6.02948 -0.6256 0.0080 0.0851 0.35
C -0.80439 1.83347 -0.59705 0.7470 1.3088 -2.7139 0.85
C 0.13768 2.76499 -1.31318 -2.0820 -0.4605 -1.6330 -1.94
O 1.24286 3.11110 -0.50129 -0.0351 2.9973 -5.9387 -0.32
H -1.47150 2.37581 0.07298 1.5398 1.0867 -2.0705 1.00
H -0.20765 1.05951 -0.11436 -0.4932 0.6399 0.3671 0.26
H -1.46650 1.31697 -1.29199 0.6261 0.9239 -0.8367 1.29
H -0.50430 3.59606 -1.60523 0.6318 0.8575 0.1159 0.54
H 0.42873 2.31285 -2.26132 0.5588 -0.1554 0.0192 0.36
H 1.82923 3.67225 -1.01402 0.1785 0.2285 -0.2624 0.39
C -1.88639 1.03595 1.68680 3.6945 2.4569 6.9240 -0.57
C -1.17206 -0.27978 1.25212 1.0863 0.1907 0.7669 1.17
C -1.73403 -0.75406 -0.12829 5.6709 -4.9344 -0.9081 0.06
C -0.84667 -1.74841 -0.90126 0.2471 0.9161 1.9858 -1.37
C 0.51166 -1.09182 -1.06591 -9.5268 5.3808 0.3027 -2.45
C 1.23835 -0.76048 0.29482 -5.6142 -0.5259 2.7077 3.02
N 0.30856 0.08038 1.12204 0.1626 -1.4561 0.1693 0.75
O 0.92463 0.63050 2.28956 -6.0131 -12.0054 3.6707 -0.52
C 1.54062 -2.08199 1.04426 -7.9571 3.4742 -4.5684 -0.60
C 2.47260 -0.00604 -0.05163 0.7077 2.9746 2.1203 -0.69
C -1.48704 -1.32620 2.35425 -0.2544 -0.1826 -0.7832 -1.21
H -1.82190 1.83228 0.94530 1.2498 -0.0827 4.8358 -1.51
H -1.51208 1.46678 2.61544 0.0295 -0.7424 -0.7951 0.89
H -2.96029 0.91140 1.82581 3.1753 2.2263 3.7335 -0.09
H -2.74077 -1.10895 0.09219 2.0525 -4.0425 0.8468 0.90
H -1.99302 0.14360 -0.68974 3.4263 -2.1194 -1.2072 -1.26
H -1.22917 -2.07381 -1.86867 -0.5187 0.3980 0.0431 0.70
H -0.80582 -2.65838 -0.30261 0.4291 -0.3777 0.0704 0.15
H 0.35389 -0.11948 -1.53257 -0.5728 0.5468 -0.0418 1.04
H 1.09848 -1.71150 -1.74395 -6.0325 2.5990 -0.5875 1.05
H 0.70109 -2.53516 1.57144 -0.3787 0.5426 0.1190 -0.27
H 1.89312 -2.88143 0.39255 0.1536 0.0073 0.5178 1.03
H 2.37053 -1.94690 1.73786 -6.7349 9.5555 -2.7720 -0.99
H 3.10453 0.24147 0.80131 -0.2407 -0.1597 0.3736 0.45
H 3.14001 -0.67899 -0.58995 -0.0361 2.9735 0.1756 -1.03
H 2.21572 0.97926 -0.44059 0.5108 -0.9656 -1.1402 0.83
H -1.50062 -2.36353 2.01978 0.4409 -0.0237 -0.1181 0.25
H -2.50476 -1.13717 2.69575 -0.1783 0.0177 0.1824 0.46
H -0.83883 -1.10192 3.20138 -0.0957 -1.7088 -0.7465 0.55
H 1.22235 1.51902 2.08099 -0.0291 -1.9675 3.3783 0.33
C -6.60326 2.36342 -2.31960 -2.4246 -0.8537 -1.3108 -1.95
C -5.20934 2.74835 -2.12546 1.3628 2.1985 -1.3387 1.43
C -5.07285 4.02919 -1.26411 -1.5568 -0.4547 -0.1386 -1.13
C -5.40261 3.74355 0.15425 1.5733 0.1422 0.7216 -0.78
C -4.39029 2.71401 0.60720 -0.7408 0.2165 -0.0412 -0.97
C -4.54247 1.36276 -0.18592 0.7742 -0.0552 2.2021 1.31
N -4.47220 1.62831 -1.60371 1.9387 3.7287 2.4462 1.35
O -4.30858 0.57263 -2.38770 -1.1921 -2.8809 -1.6347 -0.58
C -3.24523 0.62438 0.25669 -11.0358 1.3883 -4.5121 -1.81
C -5.83414 0.58330 0.26020 0.5937 0.0774 -0.3769 -1.78
C -4.53756 3.22667 -3.44411 0.0077 -1.4434 -0.6749 -1.93
H -7.16295 2.07038 -1.43136 0.1947 0.3805 0.1754 0.32
H -6.63157 1.47410 -2.94921 0.1426 -0.3118 -0.0404 0.35
H -7.20093 3.06019 -2.90731 -0.0002 0.4605 0.2506 0.45
H -4.10791 4.51759 -1.39998 0.1690 -0.2607 0.2879 0.35
H -5.83063 4.77089 -1.51656 -0.0186 -0.0430 -1.0997 0.42
H -6.39105 3.32691 0.34789 -0.1974 0.3419 -0.3282 0.36
H -5.28261 4.70210 0.65911 -0.2284 -0.1206 0.6410 0.48
H -4.48158 2.68901 1.69308 -0.0469 -1.1271 0.1652 0.24
H -3.36415 3.05203 0.46263 -0.0146 0.4518 -0.3708 -0.20
H -3.42093 0.25370 1.26656 -2.8923 -2.2832 -3.2760 1.05
H -2.95306 -0.25239 -0.32124 -6.8637 4.1995 -0.9318 0.51
H -2.37703 1.28048 0.31878 -4.4832 -2.0497 -3.3104 -2.21
H -5.57506 -0.23513 0.93188 0.0267 -0.0574 -0.0328 0.45
H -6.56520 1.19752 0.78593 -0.0006 0.1604 -0.0577 0.25
H -6.31351 0.17026 -0.62733 -0.0413 -0.1753 0.1185 0.40
H -3.49066 3.47697 -3.27247 -0.0232 0.1952 0.2021 0.29
H -5.02238 4.02579 -4.00489 -0.2315 0.2101 0.5400 0.36
H -4.51363 2.39648 -4.15001 -0.0297 -0.1936 -0.1815 0.46
H -3.49279 0.59403 -2.89330 0.4469 0.5417 0.2238 0.34
C 0.81974 -1.41509 -3.67156 -1.1226 -0.4564 0.2404 -1.52
C 2.14164 -2.22766 -3.55734 -0.3417 0.7282 -2.0176 1.33
C 3.03672 -1.61540 -4.72948 0.7238 -1.1330 1.9891 -1.06
C 4.52206 -1.92177 -4.54928 -0.7438 0.2756 -0.3168 -0.76
C 5.00353 -1.59561 -3.14570 -0.3832 -1.7735 -0.2646 -1.07
C 4.10281 -2.27033 -2.02945 2.9473 3.3121 -0.1681 1.47
N 2.77028 -1.77244 -2.29786 2.0571 -1.1455 -1.9436 0.05
O 2.03844 -2.01052 -1.14229 14.4046 -12.2677 -1.9185 -0.32
C 4.41289 -3.75111 -1.89538 -0.4884 0.8226 0.4727 -1.78
C 4.62342 -1.47477 -0.74657 1.3190 -1.0554 -0.3451 -1.63
C 1.95677 -3.80113 -3.79565 -0.1092 1.4440 0.7271 -1.68
H 0.09590 -1.82031 -2.96448 -0.0299 -0.1688 -0.8427 0.60
H 0.23686 -1.31223 -4.58686 0.8505 -0.5967 -0.8386 0.52
H 0.92774 -0.39809 -3.29455 0.5028 -0.0508 -0.4120 0.03
H 2.72570 -2.09116 -5.65954 -0.4500 0.8285 -0.1739 0.41
H 3.05264 -0.53365 -4.59656 -1.0341 0.1288 -0.7016 0.36
H 5.04166 -1.26538 -5.24732 0.2891 -0.2226 -0.1889 0.46
H 4.70806 -2.95216 -4.85228 0.3543 -0.1206 0.2158 0.37
H 5.04369 -0.52198 -2.96187 0.1113 -0.0673 -0.1340 0.45
H 5.98295 -2.07396 -3.15187 0.3900 0.4889 0.7449 0.31
H 4.29529 -4.19538 -2.88376 0.0072 -0.5627 0.5633 0.42
H 5.42141 -3.86861 -1.49891 0.1594 0.0239 -0.4131 0.37
H 3.78352 -4.10399 -1.07840 -0.3880 -0.7223 -0.4893 0.30
H 5.67918 -1.70238 -0.59936 0.1178 -0.2854 -0.1080 0.54
H 4.59160 -0.38547 -0.76943 0.5119 -0.2166 -0.8701 0.67
H 4.11038 -1.72464 0.18210 0.3296 -0.2574 -0.6050 -0.63
H 1.05248 -3.98487 -4.37582 0.2138 0.1113 -0.3098 0.51
H 1.80601 -4.34330 -2.86214 0.1022 0.1265 0.1544 0.28
H 2.85071 -4.19860 -4.27626 -0.2782 -0.1030 -0.1715 0.36
H 2.17012 -1.13015 -0.78282 0.4320 -1.1950 -0.9238 -0.07
C 2.02496 -2.90239 4.38331 0.2836 0.5314 0.0709 -1.56
C 2.84471 -1.79685 3.72465 -0.5050 0.1869 -0.7295 0.51
C 3.31582 -2.29984 2.29295 9.4186 -3.6652 8.6703 0.53
O 4.24562 -3.32258 2.57642 1.6366 0.6108 0.9400 -0.49
C 5.06229 -3.71877 1.49403 -0.7356 -0.3674 0.5332 0.10
N 1.97917 -0.62333 3.56557 2.8532 -3.6214 2.4169 0.33
H 1.14343 -3.11929 3.78003 0.0466 -0.3424 -0.2950 0.26
H 1.60362 -2.52097 5.31341 0.3036 -0.1789 0.2853 0.38
H 2.66372 -3.77546 4.51682 -0.3815 -0.1064 0.1341 0.43
H 3.67156 -1.52138 4.37929 0.5076 -0.2940 -0.3580 0.53
H 3.73744 -1.42589 1.79640 0.4368 0.0482 -0.1317 1.01
H 2.45448 -2.64197 1.71924 4.8454 -9.7872 2.2541 -1.24
H 4.96025 -3.06029 0.63142 0.1152 -0.7645 0.4603 -0.22
H 4.66034 -4.71650 1.31774 0.8167 -0.3421 -0.8531 0.29
H 6.10365 -3.70866 1.81586 0.0741 -0.2883 -0.0624 0.37
H 2.36814 0.09945 2.97702 0.0765 -0.9073 0.1920 0.07
H 1.16687 -1.06654 3.16080 0.1077 0.9442 -0.2913 -1.27
```
Forces are in eV/Å.

=====

[2]
Molecular formula: C2H3LiO2P
Method: DFT, the ωB97M-V functional and the def2-TZVPD basis

Values from the calculation:
LUMO (eV): -5.367
Total charge: +1
Highest occupied orbital energy (eV): -15.0443
Kohn-Sham gap (eV): 9.68
ΔE to the lowest compared entry with this formula, charge and spin (eV): 1.510

The geometry in XYZ format:
```
9
Properties=species:S:1:pos:R:3:forces:R:3:nbo_charge:R:1
H -0.38128 -2.15641 0.55598 -0.7465 0.3047 1.0332 0.20
O -1.51787 -0.85944 -0.53279 -1.2865 -0.2948 2.4251 -0.58
C 0.52135 -0.21362 0.08021 0.9620 0.9230 2.7475 -0.31
H 1.41214 -0.54393 0.62918 -0.2041 0.8519 0.3755 0.24
C -0.60712 -1.11381 0.27069 0.5271 -1.8463 -6.0524 0.41
O -0.13625 1.07507 0.44313 1.7214 0.7526 -0.3698 -0.80
Li -2.06090 0.98974 0.07102 0.0935 -0.1828 -0.2178 0.97
P 0.76925 1.19083 -1.04142 -0.9724 -0.2232 -0.0094 0.91
H 2.00067 1.63157 -0.47600 -0.0946 -0.2850 0.0681 -0.03
```
Forces are in eV/Å.

=====

[3]
Molecular formula: C25H33N8O3Sr
Method: DFT, the ωB97M-V functional and the def2-TZVPD basis

Values from the calculation:
LUMO (eV): -4.180
Total charge: +1
Highest occupied orbital energy (eV): -8.2518
Kohn-Sham gap (eV): 4.07

The geometry in XYZ format:
```
70
Properties=species:S:1:pos:R:3:forces:R:3:nbo_charge:R:1
Sr -0.35981 -0.25025 -0.10805 1.6044 2.0938 1.4702 1.81
O 0.16852 -4.44638 -0.28624 0.1265 -0.2671 0.2444 -0.65
C -0.15984 -3.37743 0.22435 -0.0966 -0.1521 -0.3009 0.58
N -0.99256 -2.44888 -0.22749 -0.0766 -0.4399 0.4793 -0.86
C -1.86203 -2.72111 -1.27875 -0.5671 -0.3123 -0.8402 0.18
C -2.51386 -3.95014 -1.38208 -0.0534 0.0342 0.0405 -0.23
C -3.49021 -4.16578 -2.33313 0.0016 -0.0591 -0.0039 -0.23
C -3.81567 -3.15552 -3.22269 -0.0275 0.0043 -0.0680 -0.23
C -3.15639 -1.94403 -3.16005 -0.0590 0.0263 0.0292 -0.21
C -2.18194 -1.69548 -2.19260 -0.3857 -0.9595 -0.2689 0.09
N -1.60253 -0.43726 -2.03537 -0.2960 0.4496 -0.2640 -0.84
C -1.34728 0.32776 -3.09105 -0.0368 -0.3571 -0.1723 0.59
O -1.33314 0.02871 -4.28220 -0.0444 0.3030 -0.2126 -0.65
C -1.07519 1.77461 -2.72769 -0.1345 0.3602 -0.6494 0.17
C -1.49243 2.74079 -3.65189 0.0055 -0.0733 0.0763 -0.20
C -1.36222 4.07727 -3.34701 0.0343 -0.1453 0.1652 -0.15
C -0.73666 4.41957 -2.15456 0.0531 -0.0414 0.0092 -0.27
C -0.29481 3.39857 -1.33880 0.0101 0.3694 0.0449 0.02
N -0.48322 2.10535 -1.58118 -0.0208 -0.4120 0.0859 -0.53
C 0.44593 -3.01256 1.56189 0.2270 -0.6796 0.2937 0.15
C 0.75750 -4.05790 2.43640 -0.0510 0.0933 -0.0761 -0.21
C 1.26290 -3.76515 3.68445 -0.0707 0.1686 -0.1180 -0.15
C 1.52464 -2.43605 3.99312 0.0281 0.0155 -0.0345 -0.27
C 1.22687 -1.47597 3.04740 0.1728 0.1018 0.3489 0.04
N 0.66648 -1.73658 1.87382 -0.1578 -0.0709 -0.2735 -0.54
H -2.25953 -4.73173 -0.68360 0.0501 -0.0592 0.0387 0.22
H -3.99935 -5.11746 -2.37790 -0.0171 -0.0800 -0.0012 0.21
H -4.58465 -3.31184 -3.96530 -0.0337 0.0022 -0.0756 0.21
H -3.40923 -1.16151 -3.85694 0.0200 0.0661 -0.0768 0.22
H -1.93099 2.40753 -4.57908 -0.0200 -0.0986 -0.0317 0.26
H -1.73866 4.84106 -4.00817 0.0003 0.0764 -0.1344 0.23
H -0.59095 5.45158 -1.87910 0.0632 0.1005 0.0680 0.22
H 0.25058 3.63376 -0.43279 0.0539 0.1113 0.1346 0.14
H 0.57527 -5.07124 2.11412 -0.0319 -0.0274 -0.0771 0.26
H 1.44546 -4.54367 4.40759 0.1011 -0.1184 0.0524 0.23
H 1.95766 -2.16239 4.94095 0.0300 0.0949 0.1209 0.22
H 1.45084 -0.43283 3.23388 0.0448 0.1164 0.1226 0.16
C 2.34323 -1.35590 -1.46034 -0.4491 0.1893 0.0989 -0.38
N 3.63569 -0.89000 -0.97954 -0.2152 -0.0663 -0.1190 -0.43
C 4.79292 -1.51356 -1.58359 0.4225 -0.0699 -0.0566 -0.41
C 3.58929 0.07939 -0.03894 0.1159 0.1532 0.1140 0.81
O 2.48540 0.54337 0.30356 -0.7213 -0.0922 -0.0511 -0.78
N 4.70674 0.58192 0.58736 -0.0844 0.0827 0.1130 -0.44
C 4.49362 1.56655 1.62584 -0.1535 -0.0045 0.0034 -0.42
C 6.12309 0.37757 0.38286 0.2916 -0.0922 -0.0880 -0.41
H 2.47827 -2.10733 -2.23154 -0.0200 0.0525 0.0497 0.23
H 1.76512 -0.52658 -1.88179 0.0595 -0.0628 -0.1465 0.19
H 1.77787 -1.81088 -0.64500 0.0304 -0.1402 -0.0470 0.20
H 4.44624 -2.23418 -2.31943 0.0304 0.0522 0.0627 0.23
H 5.38829 -2.06318 -0.85283 0.0435 0.0225 -0.0641 0.20
H 5.40750 -0.78360 -2.11357 0.0651 -0.0932 0.0264 0.20
H 3.42234 1.67702 1.76846 0.0309 0.0639 0.0763 0.22
H 4.93917 2.52517 1.33723 0.0160 0.0252 0.0239 0.18
H 4.96294 1.23271 2.55600 0.0270 0.0294 -0.0026 0.20
H 6.35572 -0.35079 -0.37281 -0.0052 -0.0414 -0.0472 0.23
H 6.58062 0.05064 1.31969 0.0262 -0.0210 -0.0089 0.20
H 6.58935 1.32407 0.09580 0.0325 -0.0074 -0.0184 0.20
N 1.93931 4.17805 3.33231 0.3107 0.0596 0.0484 -0.67
C 0.56011 3.71574 2.99740 -0.7473 -0.5824 -0.4147 -0.25
C 0.60001 2.45646 2.10257 0.1698 0.3017 0.2074 -0.25
N -0.71556 1.98577 1.75808 -0.3396 -0.1419 0.0113 -0.85
H 1.92512 4.98897 3.96446 0.1109 -0.2123 -0.1833 0.45
H 2.44121 4.43423 2.47195 -0.0066 -0.0244 0.2580 0.45
H 2.46130 3.41509 3.78316 -0.0065 0.2484 -0.0818 0.45
H 0.03381 4.52551 2.48851 0.1591 0.0381 0.0858 0.23
H 0.03384 3.48843 3.92628 0.1609 0.1351 0.0230 0.23
H 1.12538 1.64852 2.61690 0.1384 0.0482 -0.0042 0.21
H 1.14140 2.65494 1.17437 0.1533 -0.0363 0.0910 0.23
H -1.21640 2.64823 1.17300 -0.0672 -0.0990 0.0487 0.39
H -1.27082 1.75547 2.57734 -0.0251 0.0504 -0.1540 0.38
```
Forces are in eV/Å.

=====

Repeat the second record exactly.
Molecular formula: C2H3LiO2P
Method: DFT, the ωB97M-V functional and the def2-TZVPD basis

Values from the calculation:
LUMO (eV): -5.367
Total charge: +1
Highest occupied orbital energy (eV): -15.0443
Kohn-Sham gap (eV): 9.68
ΔE to the lowest compared entry with this formula, charge and spin (eV): 1.510

The geometry in XYZ format:
```
9
Properties=species:S:1:pos:R:3:forces:R:3:nbo_charge:R:1
H -0.38128 -2.15641 0.55598 -0.7465 0.3047 1.0332 0.20
O -1.51787 -0.85944 -0.53279 -1.2865 -0.2948 2.4251 -0.58
C 0.52135 -0.21362 0.08021 0.9620 0.9230 2.7475 -0.31
H 1.41214 -0.54393 0.62918 -0.2041 0.8519 0.3755 0.24
C -0.60712 -1.11381 0.27069 0.5271 -1.8463 -6.0524 0.41
O -0.13625 1.07507 0.44313 1.7214 0.7526 -0.3698 -0.80
Li -2.06090 0.98974 0.07102 0.0935 -0.1828 -0.2178 0.97
P 0.76925 1.19083 -1.04142 -0.9724 -0.2232 -0.0094 0.91
H 2.00067 1.63157 -0.47600 -0.0946 -0.2850 0.0681 -0.03
```
Forces are in eV/Å.